Entry 1:
58
Properties=species:S:1:pos:R:3 method="wB97M-V/def2-TZVPD" charge=+2 e_lumo_ev=-6.23 e_homo_ha=-0.5128 gap_ha=0.284
Sr 1.25 3.28 -3.31
Y 1.00 3.41 0.33
O 2.37 4.34 -1.23
H 3.29 4.47 -1.48
O 0.97 1.88 -1.27
H 0.89 0.93 -1.25
O -0.47 4.25 -1.33
H -1.27 4.01 -1.79
C 0.30 -0.11 -4.36
O 0.61 1.09 -4.35
N -0.48 -0.68 -5.27
C -1.09 0.12 -6.33
C -1.00 -2.02 -5.06
H 0.50 -0.79 -3.51
H -0.55 1.06 -6.45
H -2.14 0.37 -6.24
H -0.87 -0.48 -7.22
H -0.89 -2.62 -5.96
H -0.54 -2.49 -4.19
H -2.07 -1.95 -4.87
C 0.91 0.99 2.79
O 0.79 1.45 1.62
N 0.94 1.70 3.90
C 1.26 1.10 5.19
C 0.54 3.11 3.88
H 1.06 -0.08 2.96
H 1.46 0.03 5.11
H 0.44 1.20 5.89
H 2.17 1.57 5.55
H 1.45 3.64 4.18
H 0.28 3.31 2.84
H -0.25 3.39 4.57
C 2.42 -2.55 2.88
O 2.89 -1.68 3.58
N 2.14 -2.44 1.56
C 1.38 -3.43 0.80
C 2.46 -1.20 0.87
H 2.13 -3.57 3.20
H 2.04 -3.85 0.04
H 0.56 -2.93 0.28
H 1.01 -4.18 1.49
H 2.79 -1.36 -0.16
H 1.55 -0.60 0.87
H 3.27 -0.72 1.41
C -2.61 0.37 -1.31
C -1.88 -0.02 -0.04
O -2.58 -1.08 0.61
C -2.52 -1.10 1.94
O -2.07 -0.24 2.63
C -3.10 -2.41 2.50
F -3.38 -2.30 3.78
F -4.19 -2.78 1.85
F -2.17 -3.36 2.35
H -3.53 0.87 -0.99
H -2.82 -0.48 -1.96
H -1.96 1.05 -1.86
H -1.86 0.89 0.55
H -0.86 -0.38 -0.18


Entry 2:
50
Properties=species:S:1:pos:R:3 method="wB97M-V/def2-TZVPD" charge=+1 e_lumo_ev="-2.47 / -4.70" e_homo_ha="-0.3402 / -0.4211" de_lowest_ev=0.312 gap_ha="0.249 / 0.248" spin_multiplicity=4
Ni 0.12 0.23 -0.27
P -1.74 -0.54 0.27
P -0.31 2.24 0.22
N 0.61 -1.52 -0.86
N 1.80 0.76 -0.98
H 2.25 -2.29 -2.06
H 3.70 -0.21 -0.83
H 2.61 -2.14 -0.31
C 2.09 -1.66 -1.16
H 3.00 -0.17 -2.48
C 2.74 -0.28 -1.40
H 0.04 -3.44 -1.28
H 2.98 2.40 -1.60
C -0.26 -2.49 -0.86
C 2.04 2.07 -1.11
C -1.72 -2.24 -0.57
C 1.10 2.99 -0.62
H -2.32 -2.99 -0.01
H 1.24 4.06 -0.71
H -1.47 2.89 -0.31
H -0.21 2.62 1.58
H -2.98 0.11 -0.09
H -1.95 -1.35 1.42
H -0.63 -0.05 -3.20
C -1.53 0.08 -3.90
C -1.76 1.62 -3.87
C -1.06 -0.60 -5.19
O -2.72 -0.40 -3.49
H -1.03 2.24 -4.41
H -2.76 1.84 -4.28
H -1.77 1.92 -2.80
H -0.62 -1.58 -4.93
H -1.93 -0.78 -5.83
H -0.35 -0.01 -5.77
H -2.17 -2.10 -1.49
C 1.88 0.11 6.05
N 1.99 -0.25 4.65
C 3.19 -0.90 4.18
C 1.02 -0.06 3.72
C -0.23 0.62 4.19
O 1.24 -0.45 2.56
H 2.81 -0.18 6.53
H 1.05 -0.41 6.55
H 1.73 1.19 6.18
H 2.98 -1.88 3.74
H 3.68 -0.33 3.38
H 3.85 -1.00 5.05
H -0.02 1.61 4.62
H -0.91 0.75 3.35
H -0.74 0.03 4.96


Entry 3:
55
Properties=species:S:1:pos:R:3 method="wB97M-V/def2-TZVPD" charge=0 e_lumo_ev="-0.53 / -1.90" e_homo_ha="-0.2724 / -0.2851" de_lowest_ev=3.342 gap_ha="0.253 / 0.215" spin_multiplicity=3
O -2.31 -4.57 0.31
H -2.69 -4.90 -0.53
Ni -0.65 -1.60 -0.09
N 1.24 -1.70 0.36
N -0.77 -1.18 1.79
N -0.24 -1.00 -1.87
N -2.22 -0.58 -0.48
O 2.21 -1.92 -0.47
O 0.94 -1.12 -2.49
O -3.13 -0.19 0.40
O -1.81 -0.74 2.42
C 0.40 -1.17 2.46
C 1.55 -1.43 1.66
C -1.16 -0.26 -2.52
C -2.32 -0.02 -1.71
C 2.95 -1.29 2.12
H 3.25 -0.24 2.19
H 3.63 -1.80 1.44
H 3.05 -1.71 3.13
C 0.43 -0.75 3.89
H -0.48 -1.09 4.40
H 0.49 0.34 3.99
H 1.30 -1.18 4.40
C -0.93 0.34 -3.85
C -3.45 0.86 -2.09
H -0.08 -0.13 -4.35
H -0.74 1.42 -3.78
H -1.83 0.22 -4.48
H -4.34 0.64 -1.49
H -3.69 0.73 -3.15
H -3.19 1.92 -1.95
H 1.56 -1.42 -1.69
H -2.66 -0.45 1.34
C -1.03 -3.34 -0.33
H -0.68 -3.19 0.70
H -1.82 -2.75 -0.81
H -0.45 -4.01 -0.95
O 2.46 -4.46 -2.77
H 2.03 -4.00 -3.52
H 2.56 -3.76 -2.09
C 1.15 4.81 1.04
N 1.28 3.44 0.57
C 2.50 3.05 -0.10
C 0.29 2.51 0.61
C -1.00 2.91 1.27
O 0.51 1.40 0.10
H 2.12 5.30 0.93
H 0.84 4.84 2.10
H 0.40 5.37 0.46
H 2.93 2.16 0.37
H 2.32 2.82 -1.15
H 3.21 3.88 -0.02
H -1.46 3.75 0.73
H -1.67 2.05 1.24
H -0.83 3.19 2.31


Entry 4:
49
Properties=species:S:1:pos:R:3 method="wB97M-V/def2-TZVPD" charge=-1 e_lumo_ev=1.68 e_homo_ha=-0.1654 gap_ha=0.227
C 2.75 3.15 0.45
O 2.84 1.79 1.07
C 3.23 0.87 -0.01
C 3.22 -0.69 0.59
C 1.82 -1.41 0.10
C 0.69 -1.58 1.28
C 0.61 -0.34 2.35
C -0.23 0.98 1.83
C -1.82 0.90 2.29
C -2.69 -0.22 1.44
B -4.22 0.36 1.09
C -4.19 0.64 -0.57
C -3.25 1.97 -0.93
C -4.08 2.79 -2.13
Cl -1.60 1.49 -1.69
H 3.88 3.54 0.35
H 2.20 3.13 -0.58
H 2.13 3.88 1.16
H 2.43 0.98 -0.87
H 4.27 1.15 -0.50
H 4.18 -1.22 0.10
H 3.41 -0.73 1.75
H 1.36 -0.93 -0.88
H 2.12 -2.52 -0.22
H -0.36 -1.68 0.72
H 0.85 -2.58 1.86
H 0.01 -0.75 3.29
H 1.64 0.04 2.76
H 0.22 1.91 2.42
H -0.07 1.20 0.69
H -1.95 0.68 3.44
H -2.36 1.94 2.09
H -2.73 -1.28 1.95
H -2.10 -0.38 0.42
H -4.48 1.35 1.65
H -5.07 -0.45 1.33
H -3.80 -0.35 -1.08
H -5.31 0.79 -0.92
H -3.07 2.66 0.01
H -5.21 2.86 -1.79
H -4.00 2.09 -3.08
H -3.59 3.84 -2.35
C 3.34 -4.41 -3.60
N 2.99 -4.09 -2.19
O 2.01 -4.66 -1.71
O 3.71 -3.26 -1.62
H 2.63 -5.15 -3.98
H 3.29 -3.49 -4.18
H 4.35 -4.82 -3.60


Entry 5:
55
Properties=species:S:1:pos:R:3 method="wB97M-V/def2-TZVPD" charge=-2 e_lumo_ev=4.41 e_homo_ha=-0.0685 de_lowest_ev=1.085 gap_ha=0.231
Ba 0.05 -1.92 -2.90
C -2.39 -1.73 1.07
C -0.83 -1.73 0.92
C -0.24 -1.18 2.20
C -0.38 -3.13 0.64
O -0.50 -0.84 -0.17
Si -0.11 0.78 -0.19
S -0.15 1.44 -2.18
O -1.30 1.48 0.65
C -1.79 2.76 0.95
C -0.84 3.40 2.01
C -3.20 2.70 1.48
C -1.80 3.59 -0.33
O 1.30 1.04 0.53
C 2.73 1.33 0.11
C 3.55 0.56 1.09
C 2.93 2.82 0.30
C 2.88 0.86 -1.32
H -2.76 -2.47 1.81
H -2.82 -2.07 0.12
H -2.74 -0.70 1.26
H -0.63 -1.65 3.11
H -0.45 -0.13 2.34
H 0.86 -1.33 2.34
H -0.73 -3.81 1.46
H 0.70 -3.18 0.60
H -0.61 -3.53 -0.38
H -0.89 2.86 2.97
H -1.12 4.46 2.19
H 0.21 3.30 1.72
H -3.37 2.06 2.35
H -3.94 2.45 0.71
H -3.45 3.71 1.80
H -0.78 3.80 -0.66
H -2.26 4.54 -0.12
H -2.31 3.11 -1.18
H 3.14 0.66 2.12
H 4.61 0.96 1.07
H 3.59 -0.50 0.88
H 2.51 3.06 1.29
H 2.38 3.40 -0.50
H 4.02 3.03 0.24
H 2.53 -0.20 -1.51
H 3.97 0.79 -1.56
H 2.37 1.50 -2.08
O 3.13 -1.75 -1.64
Se 2.63 -3.36 -2.20
O 1.19 -3.84 -1.47
O 2.21 -2.98 -3.88
O 3.86 -4.54 -2.22
C -3.00 -4.01 -3.18
O -2.30 -2.87 -2.81
H -3.39 -3.88 -4.22
H -3.90 -4.22 -2.54
H -2.34 -4.88 -3.09


Entry 6:
53
Properties=species:S:1:pos:R:3 method="wB97M-V/def2-TZVPD" charge=+2 e_lumo_ev="-5.05 / -11.51" e_homo_ha="-0.5363 / -0.5362" gap_ha="0.351 / 0.113" spin_multiplicity=2
Ag -0.35 -0.65 0.86
C -4.06 2.56 -2.61
O -3.40 2.51 -1.39
C -2.07 2.03 -1.41
C -1.33 2.28 -0.11
O -1.59 1.26 0.82
C -2.87 1.51 1.41
H -3.80 3.47 -3.15
H -5.13 2.55 -2.39
H -3.77 1.71 -3.23
H -1.52 2.37 -2.29
H -2.04 0.95 -1.52
H -1.54 3.30 0.19
H -0.25 2.16 -0.24
H -2.89 2.49 1.88
H -2.88 0.81 2.25
H -3.71 1.39 0.72
C 3.05 1.47 -0.88
C 2.73 -0.03 -0.80
O 1.56 -0.42 -0.77
N 3.73 -0.85 -0.71
C 3.59 -2.20 -0.37
H 3.45 1.90 0.04
H 2.12 1.94 -1.21
H 3.67 1.67 -1.76
H 4.69 -0.54 -0.64
H 2.83 -2.81 -0.87
H 3.32 -2.27 0.68
H 4.54 -2.72 -0.27
C 3.69 0.73 3.11
C 2.23 0.52 3.22
O 1.59 0.15 2.28
N 1.78 0.66 4.42
C 0.43 0.29 4.63
H 3.99 1.52 2.41
H 4.03 -0.19 2.64
H 4.19 1.09 4.00
H 2.31 0.94 5.22
H 0.29 -0.79 4.54
H -0.18 0.79 3.88
H 0.04 0.39 5.65
C -0.45 -1.95 -3.46
C -1.28 -2.24 -2.27
O -1.22 -1.48 -1.26
N -2.09 -3.30 -2.36
C -2.94 -3.82 -1.33
H -0.34 -0.86 -3.52
H -1.08 -2.17 -4.33
H 0.50 -2.45 -3.30
H -2.14 -3.64 -3.31
H -2.51 -3.66 -0.34
H -2.94 -4.88 -1.55
H -3.98 -3.50 -1.22


Entry 7:
60
Properties=species:S:1:pos:R:3 method="wB97M-V/def2-TZVPD" charge=+2 e_lumo_ev=-11.74 e_homo_ha=-0.4968 de_lowest_ev=3.551 gap_ha=0.065
Al -9.20 -3.39 8.72
F -8.34 0.88 7.55
C -8.17 6.65 7.81
Br -6.21 6.74 7.55
Br -9.15 7.74 6.50
Br -8.63 7.18 9.73
H -8.53 5.64 7.64
O -13.30 0.62 10.48
P -14.02 1.81 11.05
N -14.05 3.28 10.31
C -13.98 3.45 8.90
C -14.54 4.53 11.00
N -13.38 2.14 12.55
C -13.50 1.09 13.59
C -12.12 2.83 12.63
N -15.75 1.60 11.23
C -16.61 2.18 12.29
C -16.52 0.82 10.17
H -14.85 3.05 8.38
H -13.07 2.97 8.56
H -13.84 4.50 8.63
H -13.71 5.21 11.17
H -14.92 4.31 12.00
H -15.37 5.06 10.53
H -14.34 0.40 13.50
H -12.65 0.41 13.59
H -13.57 1.52 14.59
H -11.56 2.57 11.73
H -12.34 3.90 12.61
H -11.50 2.58 13.50
H -16.12 2.05 13.25
H -16.83 3.22 12.05
H -17.52 1.59 12.34
H -16.59 -0.19 10.57
H -16.22 1.00 9.14
H -17.50 1.29 10.25
C -11.48 1.26 2.90
O -12.68 0.48 3.16
C -12.62 -0.64 3.81
O -11.69 -1.27 4.29
O -13.88 -1.03 3.93
C -14.24 -2.25 4.45
H -10.58 0.99 3.45
H -11.67 2.18 3.45
H -11.49 1.51 1.84
H -13.64 -3.08 4.05
H -15.27 -2.36 4.12
H -14.28 -2.26 5.54
C -5.47 1.34 12.73
O -5.39 0.40 13.83
C -6.28 -0.67 13.89
O -7.16 -0.84 13.07
O -6.08 -1.32 15.06
C -6.98 -2.35 15.47
H -4.58 1.98 12.66
H -6.35 1.98 12.82
H -5.68 0.74 11.84
H -7.40 -2.92 14.64
H -7.78 -1.99 16.11
H -6.53 -3.11 16.11


Entry 8:
46
Properties=species:S:1:pos:R:3 method="wB97M-V/def2-TZVPD" charge=+2 e_lumo_ev="-7.65 / -10.61" e_homo_ha="-0.5462 / -0.5462" gap_ha="0.265 / 0.156" spin_multiplicity=2
C 6.21 -1.60 0.80
C 5.80 -0.16 0.51
C 4.68 -0.22 -0.54
C 3.83 1.14 -0.41
C 2.40 0.65 -0.49
C 1.51 1.94 -0.27
C 0.21 1.47 0.41
C -0.94 2.39 0.00
C -2.10 2.26 1.01
C -2.58 0.86 1.35
C -3.15 0.05 0.17
C -2.98 -1.48 0.34
C -4.28 -2.30 0.18
P -5.29 -1.89 -1.35
H 6.88 -1.63 1.66
H 6.68 -2.03 -0.08
H 5.35 -2.21 1.04
H 6.62 0.42 0.10
H 5.46 0.29 1.44
H 5.02 -0.34 -1.56
H 4.05 -1.07 -0.32
H 4.11 1.76 -1.26
H 4.06 1.69 0.48
H 2.20 -0.05 0.32
H 2.15 0.15 -1.41
H 1.32 2.39 -1.23
H 2.01 2.64 0.39
H -0.02 0.45 0.11
H 0.33 1.45 1.49
H -0.60 3.42 0.00
H -1.31 2.13 -0.99
H -2.95 2.85 0.66
H -1.75 2.72 1.93
H -1.83 0.27 1.88
H -3.40 0.98 2.06
H -2.61 0.35 -0.73
H -4.19 0.30 0.03
H -2.64 -1.66 1.36
H -2.20 -1.89 -0.29
H -4.00 -3.35 0.12
H -4.88 -2.20 1.08
H -5.35 -3.37 -1.65
H -4.23 -1.17 -1.98
H -6.33 -1.28 -0.59
H -6.12 -1.68 -2.56
Cu -5.16 -3.46 -3.22


Entry 9:
55
Properties=species:S:1:pos:R:3 method="wB97M-V/def2-TZVPD" charge=+1 e_lumo_ev=-2.80 e_homo_ha=-0.4555 de_lowest_ev=4.355 gap_ha=0.352
N 5.52 4.61 0.63
C 4.45 5.44 1.36
O 4.26 5.21 2.69
C 3.57 6.55 0.52
C 2.27 5.88 -0.28
N 1.40 5.19 0.75
C 1.60 3.67 0.61
C 0.49 3.14 1.72
C -0.58 4.40 1.96
C -0.12 5.33 0.65
H 5.66 3.70 1.14
H 5.19 4.34 -0.32
H 4.32 7.06 -0.26
H 3.13 7.38 1.25
H 1.72 6.69 -0.93
H 2.73 5.04 -0.98
H 1.61 5.56 1.72
H 1.18 3.27 -0.42
H 2.71 3.28 0.68
H 1.14 2.79 2.64
H -0.24 2.28 1.43
H -1.72 4.14 2.08
H -0.22 4.95 2.95
H -0.59 6.39 0.52
H -0.54 4.74 -0.29
O -1.80 0.57 0.41
S -2.92 -0.35 0.34
O -3.93 -0.41 1.37
O -2.35 -1.86 0.08
C -1.37 -2.38 0.96
C -1.99 -2.85 2.26
C -3.73 -0.14 -1.22
H -0.58 -1.65 1.14
H -0.91 -3.24 0.46
H -2.38 -2.00 2.84
H -1.26 -3.37 2.88
H -2.84 -3.52 2.07
H -2.97 -0.15 -2.01
H -4.24 0.82 -1.21
H -4.45 -0.95 -1.36
O -2.85 -6.32 -2.00
S -1.65 -6.69 -1.29
O -1.00 -5.78 -0.37
O -0.54 -7.23 -2.36
C -0.20 -6.40 -3.46
C 0.75 -5.29 -3.06
C -1.92 -8.23 -0.46
H -1.10 -6.00 -3.94
H 0.30 -7.04 -4.20
H 0.25 -4.57 -2.39
H 1.11 -4.74 -3.93
H 1.60 -5.69 -2.51
H -2.36 -8.94 -1.16
H -2.61 -8.05 0.37
H -0.97 -8.60 -0.08


In eV, the calculated total energy values for the records above are, in order, -44825.3278, -82126.4041, -76768.0139, -34791.0154, -115105.6877, -32672.6651, -261492.2725, -67889.7257, -52955.8575.